A molecular structure, C56H143Br6N9O9 at a distorted geometry. Source: the Open Molecules 2025 dataset; level of theory: ωB97M-V/def2-TZVPD.

Computed properties:
* HOMO: -0.3229 Ha
* HOMO-LUMO gap: 8.518 eV
* strongest force on any atom: 2.6 eV/Å

Each line ends with the Mulliken charge.
Element x y z (Å)
C: -2.80329 -5.72921 -4.47479  -0.3156
Br: -3.93631 -7.27206 -4.08963  -0.0335
Br: -3.22097 -4.23898 -3.22745  0.0735
Br: -2.88751 -5.16966 -6.33591  -0.0640
H: -1.76580 -6.01143 -4.35718  0.3250
C: -0.88360 5.41703 3.38880  -0.5385
Br: -1.30824 4.15754 1.96861  0.2637
Br: -2.51920 6.13951 4.13326  -0.0345
Br: 0.24673 6.84533 2.68864  -0.0525
H: -0.33574 4.87103 4.14490  0.4336
C: -2.54508 7.42920 -3.16750  -1.0768
C: -1.20063 7.94279 -2.60505  -0.6754
C: -0.30573 6.76525 -2.22949  0.4312
C: 0.89266 7.18229 -1.37896  -0.5761
C: 1.89712 6.03486 -1.13589  -0.8549
C: 1.47753 4.99943 -0.11106  1.0433
H: -3.10150 8.24761 -3.62407  0.3964
H: -3.11198 6.83314 -2.45241  0.2612
H: -2.36645 6.71912 -3.98392  0.2436
H: -0.73219 8.56268 -3.37015  0.3147
H: -1.48695 8.58449 -1.76798  0.3622
H: 0.11350 6.43340 -3.18511  0.2496
H: -0.84617 5.93906 -1.76676  -0.4449
H: 1.41231 7.97036 -1.93158  0.4381
H: 0.58824 7.61562 -0.42209  0.1493
H: 2.07530 5.57966 -2.11397  0.3468
H: 2.83454 6.48583 -0.80286  0.3741
H: 0.41792 4.73133 -0.06787  -0.3023
H: 1.88343 4.01997 -0.37343  -0.9225
H: 1.69971 5.34120 0.89811  0.2193
C: -4.80672 2.53613 2.12403  -0.6405
C: -4.96317 3.48623 3.29981  0.0279
C: -5.82947 2.88481 4.42205  -0.6950
C: -5.92038 3.78565 5.65739  -0.6474
C: -6.80300 5.00265 5.50258  -0.2790
C: -7.22600 5.70865 6.79212  -1.3784
H: -4.03402 2.90852 1.44438  -0.0802
H: -5.75688 2.35622 1.62282  0.3758
H: -4.33114 1.58120 2.36815  -0.0272
H: -3.97954 3.57140 3.77041  0.0024
H: -5.33185 4.46521 2.99567  0.2920
H: -5.39146 1.94679 4.76535  0.3118
H: -6.83986 2.76284 4.02084  0.3885
H: -6.25451 3.19884 6.52277  0.3837
H: -4.91367 4.05229 6.00286  0.2719
H: -6.24226 5.74868 4.92826  0.1736
H: -7.70448 4.79205 4.92099  0.3298
H: -7.77978 6.60936 6.50719  0.3803
H: -7.98688 5.16168 7.34993  0.3564
H: -6.35278 6.05069 7.34575  0.3272
C: -5.07535 -8.06398 0.30799  -1.5077
C: -3.79942 -7.68655 -0.43517  0.2599
C: -2.58110 -7.38054 0.41760  -0.5195
C: -1.36640 -7.16220 -0.45157  0.5415
C: -0.85476 -8.46519 -1.09474  -0.2940
C: 0.47965 -8.34298 -1.81371  -1.2719
H: -4.97392 -8.91272 0.98906  0.3528
H: -5.86006 -8.33845 -0.39883  0.3988
H: -5.43395 -7.24388 0.93519  0.2829
H: -3.63050 -8.49341 -1.15467  0.1572
H: -4.04218 -6.85135 -1.09774  0.0405
H: -2.31936 -8.17692 1.12261  0.3161
H: -2.76061 -6.52245 1.07236  0.0678
H: -1.52790 -6.42495 -1.24923  -0.1199
H: -0.56086 -6.68248 0.11638  -0.0942
H: -0.65181 -9.13603 -0.25214  0.2530
H: -1.61772 -8.92146 -1.72498  0.2753
H: 0.79693 -9.20748 -2.39711  0.3884
H: 0.38306 -7.60340 -2.62164  0.2146
H: 1.23670 -7.99190 -1.12422  0.3145
C: -1.54011 0.66827 1.10667  -1.4016
C: -0.12441 0.42985 0.61698  2.5711
C: -0.11709 -0.63710 -0.49309  -1.6053
O: -0.64026 -1.87664 -0.02236  0.9846
C: -0.62473 -2.87488 -1.03236  -0.8421
N: 0.36819 1.71976 0.10132  0.2552
H: -2.13349 1.14165 0.32647  -0.1105
H: -1.48875 1.26741 2.01769  0.5076
H: -1.95219 -0.29049 1.43090  0.1987
H: 0.48321 0.11031 1.47344  -1.0089
H: 0.86244 -0.79868 -0.95765  0.3008
H: -0.77412 -0.23347 -1.27464  0.4387
H: -1.30333 -2.66927 -1.85794  -0.0130
H: -0.93719 -3.81804 -0.58723  0.2787
H: 0.35380 -3.09763 -1.46848  0.3986
H: 0.74103 2.21862 0.90200  -0.6603
H: 1.16937 1.53183 -0.48739  -0.0379
C: 2.81701 1.78093 -2.98497  -1.7378
C: 4.13886 1.22386 -3.48818  1.0185
C: 5.33808 2.15001 -3.34788  -0.0607
O: 6.41502 1.61603 -4.08850  -0.3359
C: 7.56525 2.42228 -4.01455  -0.7688
N: 4.30948 -0.00778 -2.67729  0.4231
H: 2.04370 1.02521 -2.99765  0.3452
H: 2.53397 2.66389 -3.57522  0.5407
H: 3.02767 2.30706 -2.04951  0.0224
H: 4.02875 0.93443 -4.53689  0.2891
H: 5.64632 2.26799 -2.30366  -0.3718
H: 5.05229 3.17534 -3.62520  0.4277
H: 8.46186 1.89226 -4.34062  0.2731
H: 7.81372 2.73337 -2.99507  0.2841
H: 7.47411 3.28075 -4.68514  0.2998
H: 4.32624 0.19127 -1.66406  -0.6328
H: 5.21598 -0.36550 -2.97605  0.2497
C: 5.28431 -2.89691 -1.01261  -1.0205
C: 6.00082 -3.35378 0.27174  0.7286
C: 6.21767 -2.24873 1.28505  -0.0660
O: 6.79325 -1.07650 0.69358  0.1204
C: 8.20087 -1.17505 0.53540  -0.9817
N: 5.25553 -4.45991 0.89497  -0.7802
H: 4.33418 -2.39621 -0.78915  -0.0898
H: 4.93092 -3.73784 -1.61310  0.4888
H: 5.90907 -2.23317 -1.61101  0.1251
H: 6.96462 -3.69351 -0.12393  0.2362
H: 6.80811 -2.59137 2.14088  0.6817
H: 5.30056 -1.85886 1.73591  -0.9343
H: 8.70234 -1.48756 1.45313  0.3052
H: 8.57438 -0.17705 0.29904  0.3095
H: 8.43500 -1.80759 -0.32321  0.3062
H: 4.88137 -5.05525 0.17031  0.3264
H: 4.41901 -3.96138 1.20583  0.1094
C: 2.46314 -5.05243 3.20317  -1.7695
C: 1.68348 -4.12224 2.27050  0.4945
C: 0.33072 -3.68956 2.80160  0.2770
O: -0.47439 -4.85705 2.96740  -0.3388
C: -1.68893 -4.54931 3.62435  -0.7162
N: 2.49507 -2.94949 1.88609  1.0223
H: 2.06423 -6.05797 3.33614  0.3294
H: 2.50057 -4.56953 4.18560  0.3037
H: 3.49398 -5.22813 2.88923  0.4405
H: 1.49915 -4.66870 1.34170  0.3341
H: -0.14910 -3.03240 2.06183  -0.4735
H: 0.31064 -3.03186 3.68022  0.2641
H: -2.24891 -3.79134 3.06774  0.1173
H: -1.44820 -4.26022 4.65275  0.3630
H: -2.28317 -5.46013 3.70866  0.2613
H: 1.87271 -2.37033 1.33456  -0.6434
H: 2.66144 -2.41178 2.73696  -0.5519
C: 4.50103 -1.29694 4.62541  -1.5558
C: 3.06281 -1.08041 5.07285  0.3975
C: 2.85834 0.03766 6.11494  -0.8284
O: 1.51386 -0.05543 6.57916  -0.3006
C: 1.25501 1.02605 7.47343  -0.7088
N: 2.24905 -0.83004 3.86978  1.0604
H: 4.98668 -0.47469 4.09442  0.1338
H: 4.60141 -2.21285 4.04350  0.3049
H: 5.17683 -1.41921 5.47966  0.5810
H: 2.68611 -1.98704 5.55252  0.3909
H: 3.08967 1.00136 5.64829  0.2629
H: 3.50488 -0.13326 6.98233  0.4477
H: 1.24134 1.95542 6.90044  0.2452
H: 1.95525 1.04546 8.31174  0.2978
H: 0.27180 0.79149 7.88253  0.2474
H: 1.30261 -0.68046 4.21321  0.3417
H: 2.55842 0.04130 3.44243  -0.7038
C: 2.66398 -2.30122 -7.07570  -1.5743
C: 2.57175 -1.60175 -5.71440  0.8228
C: 1.15552 -1.70373 -5.15786  -0.1068
O: 0.24316 -1.08722 -6.02146  -0.4055
C: -1.05580 -1.17694 -5.48087  -0.3908
N: 3.62596 -2.09400 -4.79469  -0.7057
H: 2.50998 -3.37676 -6.95456  0.3263
H: 3.61328 -2.15351 -7.59166  0.4441
H: 1.86435 -1.92686 -7.71618  0.3170
H: 2.81821 -0.55291 -5.93013  0.0275
H: 1.14892 -1.39732 -4.10378  -0.1280
H: 0.94170 -2.77831 -5.04055  0.2893
H: -1.83349 -0.70833 -6.08735  0.3071
H: -1.12202 -0.61297 -4.54201  0.0989
H: -1.36455 -2.21857 -5.35014  0.1798
H: 3.60878 -1.40339 -4.02854  0.1665
H: 4.47888 -1.82528 -5.28230  0.3696
C: -4.88353 4.87776 -5.34473  -1.1899
C: -4.30527 3.54452 -4.93643  0.5678
C: -4.59437 3.13602 -3.49020  -0.9252
O: -3.78480 3.95085 -2.64054  -0.3639
C: -2.47054 3.48848 -2.42023  -0.1217
N: -4.86310 2.48859 -5.82639  -0.7281
H: -4.40308 5.64576 -4.72453  0.0484
H: -5.96624 4.98485 -5.30830  0.3966
H: -4.48468 5.11854 -6.33357  0.4122
H: -3.22547 3.54989 -5.11323  0.2477
H: -4.45458 2.08183 -3.25301  0.2920
H: -5.62811 3.38566 -3.23315  0.4099
H: -1.86278 3.71728 -3.30379  0.3474
H: -2.41777 2.42570 -2.16757  0.3677
H: -2.11013 4.09925 -1.59192  -0.4313
H: -4.54336 2.74351 -6.75514  0.3024
H: -5.85913 2.68870 -5.76342  0.3089
C: 5.97878 1.47775 0.59767  -1.9398
C: 4.74394 1.04231 1.31869  3.0798
C: 3.93351 2.22597 1.83792  -1.0396
O: 2.89771 1.75660 2.71575  -0.2519
C: 2.05294 2.76559 3.21905  -0.6621
N: 3.94198 0.17217 0.46489  1.3608
H: 6.58076 0.64735 0.22460  0.1104
H: 6.64961 2.03125 1.26034  0.6082
H: 5.75232 2.09506 -0.27458  0.0490
H: 5.09853 0.51158 2.21856  -1.4228
H: 3.51986 2.80996 1.00833  -0.0412
H: 4.58423 2.88671 2.42007  0.4388
H: 1.64407 3.40715 2.43366  -0.2688
H: 2.67570 3.42308 3.84190  0.5151
H: 1.24740 2.47264 3.89262  0.3303
H: 3.14291 -0.05303 1.05947  -0.6960
H: 4.45772 -0.69892 0.34645  -0.8436
C: -3.69192 -2.31582 0.48165  -0.3782
C: -4.90215 -1.68173 1.18965  1.1911
C: -5.74864 -0.82455 0.26846  -1.2899
O: -5.04042 0.34548 -0.14863  0.2093
C: -5.88032 1.03169 -1.09102  -0.8160
N: -5.72325 -2.82742 1.64277  -0.7462
H: -3.11820 -1.53763 -0.01972  -0.1724
H: -4.04133 -3.04986 -0.24621  0.5505
H: -3.03900 -2.80179 1.20976  -0.7793
H: -4.51246 -1.09893 2.03525  0.1628
H: -6.69454 -0.61290 0.77599  0.3760
H: -5.91028 -1.44568 -0.61871  0.2985
H: -5.92216 0.51530 -2.05208  0.3746
H: -5.31024 1.95695 -1.18321  0.0367
H: -6.85883 1.21015 -0.64357  0.4145
H: -5.06234 -3.30960 2.24623  0.3029
H: -6.49200 -2.46114 2.19843  0.2827